Entry 1:
{"formula": "C3H7NO2", "method": "ωB97M-V with the def2-TZVPD basis set", "species": ["O", "C", "C", "N", "C", "O", "H", "H", "H", "H", "H", "H", "H"], "coordinates": [[-1.3786, 3.0040, 0.0851], [-1.1452, 1.9110, -0.3026], [-0.3760, 0.9373, 0.4938], [-0.1854, -0.2598, -0.4238], [1.0224, -1.1124, -0.2292], [1.0587, -2.2072, 0.6563], [-1.3701, 1.6522, -1.3756], [-1.0023, 0.6091, 1.3677], [0.7369, 1.2167, 0.7644], [-1.0408, -0.8419, -0.5430], [1.4334, -1.4187, -1.3002], [1.8128, -0.6061, 0.3761], [0.4342, -2.8840, 0.4310]], "de_lowest_kcal_mol": 67.5, "smiles": "O=CCNCO", "e_homo_ev": -9.57}

---

Entry 2:
{"formula": "C2H3N3O2", "method": "ωB97M-V with the def2-TZVPD basis set", "species": ["O", "C", "C", "N", "N", "N", "O", "H", "H", "H"], "coordinates": [[1.0405, 1.8733, -0.1598], [0.6793, 0.7175, 0.0182], [1.4267, -0.3994, -0.0829], [0.6736, -1.4434, -0.0502], [-0.6164, -1.0334, -0.2058], [-0.7016, 0.1690, 0.2032], [-1.9957, 0.6738, -0.2352], [2.5448, -0.3308, -0.1368], [-1.3194, -1.7411, 0.0750], [-1.7318, 1.5145, 0.5743]], "de_lowest_kcal_mol": 143.7, "smiles": "O=c1cn[nH]n1O", "e_homo_ev": -8.88}

---

Entry 3:
{"formula": "C12H10ClNO", "method": "ωB97M-V with the def2-TZVPD basis set", "species": ["C", "C", "C", "C", "C", "C", "C", "C", "C", "C", "C", "C", "N", "O", "Cl", "H", "H", "H", "H", "H", "H", "H", "H", "H", "H"], "coordinates": [[2.5826, -0.5854, -0.7100], [2.5317, -1.9642, -0.4343], [1.7633, 0.2615, 0.0353], [1.6622, -2.3508, 0.6286], [0.6966, -0.2842, 0.8757], [-1.1242, 2.3926, 0.0981], [-0.9061, 1.7378, 1.2961], [-2.1693, 0.6984, -1.4684], [-2.1058, -0.3848, -0.7396], [-1.7365, -1.4576, 0.0097], [-0.8925, 1.7288, -1.2304], [-0.3305, 0.4726, 1.5171], [0.7241, -1.5609, 1.1601], [-1.0459, -2.4346, -0.2754], [-0.8232, -0.3273, 3.0350], [3.3446, -0.0445, -1.4419], [3.2515, -2.4944, -1.0264], [1.7416, 1.3337, 0.0196], [1.8157, -3.4290, 0.9278], [-1.6257, 3.2902, 0.1807], [-1.4188, 2.2220, 2.0056], [-2.8661, 1.1406, -2.0283], [-2.2226, -1.5712, 1.0837], [-0.9369, 2.3149, -2.2387], [0.0901, 1.2957, -1.2798]], "de_lowest_kcal_mol": 109.5, "e_homo_ev": [-8.59, -7.72]}

---

Entry 4:
{"formula": "BrH20O10Zn", "method": "ωB97M-V with the def2-TZVPD basis set", "species": ["Zn", "Br", "O", "H", "H", "O", "H", "H", "O", "H", "H", "O", "H", "H", "O", "H", "H", "O", "H", "H", "O", "H", "H", "O", "H", "H", "O", "H", "H", "O", "H", "H"], "coordinates": [[-0.9927, -0.1255, -0.1281], [-1.5685, 0.8245, 2.3022], [-0.3178, 1.7075, -0.7393], [0.0611, 2.3957, -0.1925], [-0.3659, 2.0947, -1.6134], [0.2994, -4.6586, 1.1779], [0.9583, -4.0973, 1.5866], [0.8010, -5.2417, 0.6080], [-4.9538, 0.0671, 2.3808], [-4.5164, 0.9039, 2.2232], [-4.2687, -0.4982, 2.7378], [-2.8936, 0.1801, -0.6458], [-3.2608, -0.5229, -1.1817], [-3.6210, 0.7888, -0.5173], [-0.5637, -0.8141, -2.1165], [-0.9386, -0.5879, -2.9677], [-0.0834, -1.6269, -2.2742], [0.9560, -0.4742, 0.3216], [1.3110, -1.0695, 0.9817], [1.7178, -0.2008, -0.1895], [3.2489, 1.9741, 2.5527], [4.0986, 1.7660, 2.1642], [2.7135, 2.2679, 1.8156], [2.0775, 3.0997, -1.9507], [1.7267, 2.6218, -2.7023], [2.5579, 3.8328, -2.3354], [-1.3382, -2.0901, 0.2943], [-1.7516, -2.3453, 1.1191], [-1.1361, -2.9192, -0.1394], [3.0904, 0.6837, -0.6768], [3.8770, 0.4248, -1.1569], [3.0754, 1.6389, -0.7381]], "e_homo_ev": -11.35, "charge": 1}

---

Entry 5:
{"formula": "C5H6O", "method": "ωB97M-V with the def2-TZVPD basis set", "species": ["O", "C", "C", "C", "C", "C", "H", "H", "H", "H", "H", "H"], "coordinates": [[-1.7985, 1.5901, 0.3766], [-1.0060, 0.7394, 0.0012], [-1.1916, -0.6968, -0.2646], [0.0006, -1.2976, -0.1987], [1.1512, -0.3352, 0.0686], [0.4415, 1.0597, 0.1274], [-2.1668, -1.1553, -0.3673], [0.1518, -2.3766, -0.2705], [1.8855, -0.4113, -0.7548], [1.6800, -0.6423, 0.9764], [0.0325, 1.7728, 0.9302], [0.8196, 1.7531, -0.6244]], "de_lowest_kcal_mol": 27.4, "smiles": "O=C1C=CCC1", "e_homo_ev": -9.57}

---

Entry 6:
{"formula": "C17H17F9N2OTi", "method": "ωB97M-V with the def2-TZVPD basis set", "species": ["C", "C", "H", "H", "H", "H", "H", "H", "C", "C", "C", "C", "H", "H", "H", "H", "N", "C", "C", "N", "C", "C", "C", "H", "H", "C", "H", "H", "Ti", "C", "H", "H", "H", "F", "C", "F", "F", "C", "O", "C", "F", "F", "F", "C", "F", "F", "F"], "coordinates": [[-3.8158, -0.0219, 0.1476], [-4.3271, 1.2209, -0.6272], [-3.4210, -0.8059, -0.5195], [-4.6530, -0.4771, 0.7034], [-3.0689, 0.2626, 0.8984], [-3.7757, 1.4151, -1.5453], [-5.3789, 1.1174, -0.9220], [-4.2581, 2.1300, -0.0182], [0.2542, -2.8938, -0.4262], [1.1217, -3.9571, -0.6776], [2.3009, -3.7232, -1.3868], [2.6364, -2.4296, -1.7582], [-0.6618, -3.0191, 0.1739], [0.8607, -4.9669, -0.3438], [2.9976, -4.5249, -1.6039], [3.5684, -2.1956, -2.2643], [0.5472, -1.6305, -0.8710], [1.7438, -1.3841, -1.5222], [2.0589, 0.0055, -1.8596], [1.2462, 0.9511, -1.2871], [1.4228, 2.2767, -1.5324], [3.3331, 1.7873, -2.8942], [2.4556, 2.7260, -2.3389], [0.6883, 2.9410, -1.0642], [2.5415, 3.7976, -2.5311], [3.1357, 0.4314, -2.6433], [3.7680, -0.3434, -3.0811], [4.1431, 2.1042, -3.5499], [-0.4178, 0.1790, -0.4474], [-1.4757, 1.4912, -1.5035], [-1.4828, 1.5391, -2.5969], [-1.7405, 2.4610, -1.0695], [-2.1968, 0.7200, -1.1585], [1.1986, -1.7155, 2.1859], [1.2614, -0.4848, 2.7688], [1.5997, -0.6414, 4.0685], [2.2481, 0.1970, 2.1295], [-0.0673, 0.2588, 2.6279], [-0.3523, 0.5647, 1.2769], [-1.2208, -0.5851, 3.1847], [-1.0824, -0.9422, 4.4893], [-2.3861, 0.1069, 3.0433], [-1.3467, -1.7234, 2.4486], [-0.0138, 1.6137, 3.3380], [0.1938, 1.5421, 4.6706], [0.9910, 2.3427, 2.7868], [-1.1735, 2.2826, 3.1017]], "de_lowest_kcal_mol": 0.0, "e_homo_ev": -16.59, "charge": 2}